# C19H27ClF3N2O5S

A 3-piece molecular cluster, C19H27ClF3N2O5S overall (ωB97M-V/def2-TZVPD, the Open Molecules 2025 dataset).

Highest occupied orbital energy   -12.00 eV
E   -64842.5069 eV
Strongest force on any atom   16.17 eV/A
Orbital gap   8.627 eV
Lowest unoccupied orbital energy   -3.37 eV

The geometry in ORCA input format:
```
! RIJCOSX wB97M-V def2-TZVPD def2/J DEFGRID3
* xyz 1 1
O -0.40 -0.89 1.32
S 0.25 -2.15 0.74
O 0.02 -3.22 1.50
C 1.89 -1.97 0.38
C 2.52 -0.99 0.72
C 3.80 -0.77 0.70
C 4.46 -1.81 0.12
C 3.85 -2.79 -0.62
C 2.46 -2.92 -0.36
H 2.01 -3.86 -0.61
H 4.35 -3.37 -1.01
Cl 6.12 -1.43 -0.46
C 4.60 0.36 1.04
F 5.63 0.33 1.98
F 3.76 1.32 1.74
F 4.98 1.27 0.28
H 1.97 -0.22 1.46
N -0.58 -2.51 -0.71
C -1.68 -3.07 -0.83
H -1.67 -4.00 0.00
H -2.04 -3.53 -1.87
C -3.05 -2.21 -0.06
N -2.62 -0.75 -0.32
C -3.85 0.05 0.05
H -3.73 1.06 -0.98
H -4.62 -0.53 -0.37
C -3.83 0.25 1.34
C -2.55 1.44 1.68
H -2.94 2.08 2.47
H -1.85 0.60 2.34
O -1.98 1.85 0.47
C -0.83 2.44 0.60
H -0.06 1.91 1.33
C -0.24 2.68 -0.67
C 0.83 3.84 -0.59
H 0.83 4.74 -1.45
C 2.19 3.11 -0.79
H 2.41 2.79 0.65
H 2.98 3.71 -1.01
C 1.65 2.06 -1.41
H 1.93 2.12 -2.41
H 2.21 1.10 -1.08
O 0.31 1.60 -1.17
H 0.72 4.39 0.31
H -1.16 3.15 -1.37
H -0.86 3.33 1.27
H -4.66 0.94 1.51
O -3.81 -0.87 2.17
H -4.03 -0.41 2.95
C -2.09 -0.56 -1.63
H -1.79 0.49 -1.86
H -2.58 -0.98 -2.52
C -0.39 -1.24 -1.77
H 0.24 -0.67 -1.23
H -0.20 -1.69 -2.57
H -3.05 -2.39 1.06
H -3.88 -2.59 -0.82
H -1.96 -0.62 0.40
*
```

=====

# C19H27ClN2Re

C19H27ClN2Re as an isolated structure (ωB97M-V/def2-TZVPD, the Open Molecules 2025 dataset).

Highest occupied orbital energy (spin up / spin down)   -15.06 / -14.98 eV
E   -37755.4949 eV
Strongest force on any atom   3.79 eV/A
Orbital gap (spin up / spin down)   8.926 / 5.100 eV
Lowest unoccupied orbital energy (spin up / spin down)   -6.14 / -9.88 eV
<S²>   3.7664

The geometry in ORCA input format:
```
! RIJCOSX wB97M-V def2-TZVPD def2/J DEFGRID3
* xyz 2 4
C 0.06 0.16 -5.48
C 1.44 0.72 -5.86
C -0.15 -1.17 -6.22
C -1.02 1.15 -5.92
Cl -0.05 -0.13 -3.64
H -0.09 -0.94 -7.30
H -1.14 -1.60 -6.04
H 0.63 -1.90 -6.01
H 1.43 0.85 -6.96
H 2.25 0.03 -5.64
H 1.63 1.70 -5.43
H -0.91 1.27 -7.02
H -0.87 2.15 -5.49
H -2.03 0.79 -5.73
C 1.45 -1.86 1.78
C 0.70 -2.76 0.95
C 0.71 -2.23 -0.40
H 0.27 -3.70 1.29
C 1.57 -1.06 -0.41
C 1.98 -0.81 0.94
H 2.59 0.03 1.28
H 1.63 -2.00 2.84
H 0.25 -2.67 -1.29
H 1.86 -0.50 -1.29
C -2.02 0.48 1.05
C -2.21 -0.72 1.85
C -2.18 -1.85 0.97
H -2.39 -0.77 2.91
C -1.98 -1.36 -0.38
C -1.90 0.08 -0.33
H -1.77 0.75 -1.17
H -1.97 1.49 1.44
H -2.34 -2.87 1.28
H -1.99 -1.98 -1.27
Re -0.31 -0.82 0.83
C 2.74 1.54 5.58
C 1.46 1.34 4.89
C 0.16 1.78 5.19
C -0.66 1.35 4.11
N 0.10 0.71 3.20
N 1.35 0.72 3.69
C -2.10 1.70 4.13
H 2.99 2.61 5.62
H 2.69 1.17 6.62
H 3.56 1.01 5.07
H -0.17 2.35 6.04
H 2.13 0.32 3.20
H -2.45 1.56 5.16
H -2.22 2.77 3.89
H -2.70 1.11 3.45
*
```

=====

# C19H27ClN6O2

One molecule with the formula C19H27ClN6O2 (ωB97M-V/def2-TZVPD, the Open Molecules 2025 dataset).

Highest occupied orbital energy   -9.14 eV
E   -45700.9971 eV
Strongest force on any atom   0.09 eV/A
Orbital gap   9.024 eV
Lowest unoccupied orbital energy   -0.12 eV

The geometry in ORCA input format:
```
! RIJCOSX wB97M-V def2-TZVPD def2/J DEFGRID3
* xyz 0 1
C -2.91 0.30 -4.40
C -3.14 0.42 -2.93
C -3.91 -0.42 -2.09
C -3.80 0.15 -0.85
N -3.03 1.24 -0.97
C -2.62 2.16 0.08
C -2.93 3.61 -0.29
C -1.15 2.03 0.49
O -0.75 2.66 1.45
N -0.38 1.21 -0.26
C 1.07 1.14 -0.09
C 1.61 0.12 -1.09
N 1.10 0.31 -2.44
C 1.41 1.40 -3.17
O 2.12 2.30 -2.78
C 0.79 1.39 -4.55
N 0.53 0.19 -5.07
C 0.01 0.12 -6.28
C -0.25 -1.24 -6.86
N -0.30 1.17 -7.04
C -0.07 2.37 -6.52
C 0.48 2.55 -5.26
Cl 0.69 4.15 -4.67
C 1.49 0.75 1.33
C 2.37 1.79 2.02
C 3.72 1.93 1.32
C 2.57 1.42 3.49
N -2.61 1.42 -2.24
H -2.40 -0.63 -4.65
H -3.85 0.33 -4.95
H -2.30 1.14 -4.74
H -4.46 -1.30 -2.37
H -4.22 -0.13 0.11
H -3.19 1.88 0.97
H -2.61 4.26 0.52
H -2.39 3.88 -1.20
H -3.99 3.73 -0.47
H -0.74 0.96 -1.17
H 1.49 2.12 -0.34
H 2.70 0.18 -1.09
H 1.32 -0.88 -0.77
H 0.64 -0.45 -2.93
H -1.21 -1.25 -7.39
H 0.53 -1.48 -7.58
H -0.25 -1.99 -6.08
H -0.33 3.23 -7.12
H 0.60 0.57 1.93
H 2.04 -0.20 1.30
H 1.84 2.74 1.97
H 4.27 0.98 1.37
H 3.61 2.20 0.27
H 4.33 2.70 1.79
H 3.06 0.44 3.58
H 3.19 2.15 4.00
H 1.61 1.37 4.01
*
```